one:
ORCA calculation (ωB97M-V/def2-TZVPD) on 8 unconnected molecules or ions with the total composition C4H24O8.

Structure (XYZ):
```
36
C4H24O8, DFT ωB97M-V/def2-TZVPD
C -1.72 0.14 2.49
O -0.31 0.16 2.58
H -2.06 1.16 2.84
H -2.13 -0.29 1.54
H -2.05 -0.55 3.26
H 0.17 -0.72 2.55
C -1.45 2.40 -2.39
O -1.50 1.62 -1.28
H -0.99 3.40 -2.16
H -0.94 1.83 -3.23
H -2.52 2.65 -2.72
H -0.69 1.74 -0.82
C 2.67 -0.04 -1.16
O 1.84 1.07 -1.41
H 3.38 0.22 -0.44
H 2.17 -0.91 -0.78
H 3.10 -0.48 -2.05
H 1.49 1.49 -0.57
C -0.75 -1.31 -2.40
O -1.88 -1.03 -1.56
H -0.51 -2.37 -2.25
H -0.94 -1.13 -3.51
H 0.04 -0.67 -1.98
H -1.90 -0.05 -1.36
O -1.23 -2.86 0.20
H -1.59 -2.05 -0.31
H -1.96 -3.38 0.59
O 0.72 -2.04 1.98
H 1.51 -2.57 1.92
H 0.00 -2.44 1.40
O 3.22 0.03 2.43
H 3.41 0.88 2.76
H 2.26 0.06 2.08
O 0.28 2.00 0.89
H 0.16 1.33 1.60
H 0.69 2.73 1.26
```

SMILES string ... CO.CO.CO.CO.O.O.O.O
Kohn-Sham gap ... 10.47 eV
Net charge ... 0
Multiplicity ... 1


two:
ORCA calculation (ωB97M-V/def2-TZVPD) on 8 unconnected molecules or ions with the total composition C4H24O8.

Structure (XYZ):
```
36
C4H24O8, DFT ωB97M-V/def2-TZVPD
C -1.29 -3.86 0.81
C -0.03 -3.23 1.36
O -0.20 -1.83 1.63
H -2.10 -3.72 1.57
H -1.18 -4.94 0.71
H -1.68 -3.42 -0.10
H 0.80 -3.37 0.65
H 0.25 -3.66 2.35
H -0.45 -1.33 0.83
C 1.67 -1.23 -2.81
C 1.41 -0.83 -1.36
O 1.85 0.48 -1.06
H 2.70 -1.14 -3.07
H 1.12 -0.44 -3.35
H 1.13 -2.17 -3.00
H 1.87 -1.61 -0.68
H 0.33 -0.92 -1.17
H 1.82 0.56 -0.11
O 0.77 3.03 -1.70
H 0.18 3.30 -2.41
H 1.12 2.14 -1.86
O -0.29 1.11 2.59
H 0.50 1.48 2.20
H -0.12 0.16 2.54
O -1.51 3.74 2.69
H -1.90 2.86 2.68
H -1.15 3.74 3.59
O -1.25 0.77 -2.76
H -1.12 1.04 -1.83
H -1.84 -0.01 -2.68
O 0.76 2.93 1.03
H 0.77 3.38 0.15
H 0.11 3.42 1.53
O -1.10 1.01 -0.01
H -0.41 1.67 0.20
H -1.53 0.91 0.85
```

SMILES string ... CCO.CCO.O.O.O.O.O.O
Kohn-Sham gap ... 11.01 eV
Net charge ... 0
Multiplicity ... 1


Stability ranking, top entry: two; the second entry is 174.8 kJ/mol less favorable.


one:
ORCA calculation (ωB97M-V/def2-TZVPD) on 2 unconnected molecules or ions with the total composition C5H12NO.

Structure (XYZ):
```
19
C5H12NO, DFT ωB97M-V/def2-TZVPD
C 0.84 1.47 -1.63
C -0.23 1.63 -0.53
C -0.83 0.29 -0.14
C -1.77 -0.29 -0.88
C -0.11 0.10 2.24
N -0.14 -0.32 0.91
H 0.67 0.53 -2.17
H 0.77 2.26 -2.37
H 1.85 1.39 -1.25
H 0.06 2.16 0.38
H -0.95 2.29 -1.01
H -2.13 0.30 -1.71
H -2.09 -1.32 -0.79
H -0.61 -0.50 2.99
H 0.30 1.02 2.60
H 0.00 -1.32 0.90
H 1.13 -3.17 0.11
H 1.98 -3.55 1.31
O 1.25 -2.98 1.05
```

Kohn-Sham gap (alpha / beta) ... 7.58 / 9.05 eV
Net charge ... 0
Multiplicity ... 2
Expectation value of S² ... 0.754


two:
ORCA calculation (ωB97M-V/def2-TZVPD) on C5H12NO in the gas phase.

Structure (XYZ):
```
19
C5H12NO, DFT ωB97M-V/def2-TZVPD
O -2.00 -0.49 -1.42
C -0.99 0.12 -1.09
C 0.18 -0.62 -0.24
C 0.17 -0.10 1.20
C 0.60 1.42 1.32
C 1.71 1.87 0.31
N -0.02 -2.08 -0.27
H -1.21 1.17 -0.95
H 1.06 -0.43 -0.86
H -0.86 -0.07 1.33
H 0.83 -0.73 1.79
H 1.01 1.64 2.34
H -0.21 2.08 1.28
H 2.48 1.20 -0.17
H 1.23 2.20 -0.61
H 2.20 2.83 0.66
H 0.46 -2.76 -0.99
H -1.05 -2.32 -0.41
H 0.17 -2.35 0.79
```

Kohn-Sham gap (alpha / beta) ... 3.85 / 7.48 eV
Net charge ... 0
Multiplicity ... 2
Expectation value of S² ... 0.753


Stability ranking, top entry: one; the second entry is 207.4 kJ/mol less favorable.


one:
ORCA calculation (ωB97M-V/def2-TZVPD) on a molecular structure, C3H8N3.

Structure (XYZ):
```
14
C3H8N3, DFT ωB97M-V/def2-TZVPD
C -1.37 0.24 0.68
C -0.06 0.21 0.87
C 0.81 1.33 1.54
N 0.85 -1.44 -0.46
N 0.71 -0.80 0.45
N 0.01 -1.10 -2.13
H -1.94 -0.54 0.23
H -1.90 1.06 1.08
H 0.16 2.11 1.90
H 1.55 1.58 0.77
H 1.11 0.89 2.41
H -0.34 -2.05 -2.30
H 0.90 -1.20 -2.57
H -0.50 -0.30 -2.48
```

Kohn-Sham gap ... 10.03 eV
Net charge ... +1
Multiplicity ... 1


two:
ORCA calculation (ωB97M-V/def2-TZVPD) on a gas-phase ion, C3H8N3 (charge +1).

Structure (XYZ):
```
14
C3H8N3, DFT ωB97M-V/def2-TZVPD
C 0.65 -1.00 0.27
N 0.97 0.33 -0.47
C 0.21 1.35 0.32
N -1.10 0.60 0.45
N -1.30 -0.19 -0.72
C -0.84 -0.82 0.45
H 1.33 -1.19 1.22
H 0.84 -1.82 -0.42
H 1.92 0.55 -0.76
H 0.41 0.11 -1.31
H 0.55 1.60 1.27
H 0.13 2.31 -0.31
H -2.28 -0.19 -1.02
H -1.50 -1.63 1.03
```

SMILES string ... C1[NH2+]CN2N[C@@H]12
Kohn-Sham gap ... 11.59 eV
Net charge ... +1
Multiplicity ... 1


Stability ranking, top entry: two; the second entry is 56.5 kJ/mol less favorable.


one:
ORCA calculation (ωB97M-V/def2-TZVPD) on a gas-phase ion, C3H8N3 (charge +1).

Structure (XYZ):
```
14
C3H8N3, DFT ωB97M-V/def2-TZVPD
C -0.10 1.35 -0.86
C 0.51 -0.75 -0.78
C -0.60 -0.30 1.53
N -0.47 0.11 -1.21
N 0.25 0.79 1.07
N 0.67 -0.52 0.89
H 0.86 1.72 -0.91
H -0.88 2.09 -0.84
H 0.29 -1.91 -0.91
H 1.58 -0.49 -1.22
H -0.78 -0.56 2.65
H -1.54 -0.61 1.09
H -1.39 -0.02 -1.56
H 1.60 -0.90 1.06
```

Kohn-Sham gap ... 10.43 eV
Net charge ... +1
Multiplicity ... 1


two:
ORCA calculation (ωB97M-V/def2-TZVPD) on a gas-phase ion, C3H8N3 (charge +1).

Structure (XYZ):
```
14
C3H8N3, DFT ωB97M-V/def2-TZVPD
C -1.78 -0.59 0.29
N -0.69 -0.27 -0.68
C 0.50 0.17 0.00
N 0.73 1.46 0.62
C 1.73 0.84 -0.22
N 1.72 -0.47 0.48
H -1.42 -1.33 1.00
H -2.05 0.31 0.83
H -2.65 -0.99 -0.24
H -1.02 0.48 -1.31
H -0.49 -1.10 -1.26
H 0.94 1.42 1.62
H 2.41 1.31 -1.06
H 2.07 -1.24 -0.08
```

SMILES string ... C[NH2+][C@]12N[C@H]1N2
Kohn-Sham gap ... 9.95 eV
Net charge ... +1
Multiplicity ... 1


Stability ranking, top entry: two; the second entry is 54.0 kJ/mol less favorable.


one:
ORCA calculation (ωB97M-V/def2-TZVPD) on a gas-phase ion, C3H8N3 (charge +1).

Structure (XYZ):
```
14
C3H8N3, DFT ωB97M-V/def2-TZVPD
C 1.58 -0.84 1.05
N 0.59 -0.13 0.35
N 0.40 1.13 0.52
N -0.59 1.57 -0.19
C -1.25 0.64 -0.97
C -0.56 -0.69 -0.43
H 1.87 -0.18 1.87
H 2.39 -1.10 0.37
H 1.12 -1.89 1.20
H -0.63 2.65 -0.35
H -1.20 0.88 -1.99
H -2.31 0.65 -0.66
H -1.01 -1.23 0.42
H -0.39 -1.47 -1.19
```

SMILES string ... C[N+]1=NNCC1
Kohn-Sham gap ... 10.09 eV
Net charge ... +1
Multiplicity ... 1


two:
ORCA calculation (ωB97M-V/def2-TZVPD) on 2 unconnected molecules or ions with the total composition C3H8N3.

Structure (XYZ):
```
14
C3H8N3, DFT ωB97M-V/def2-TZVPD
C 2.76 1.32 -1.40
C 1.68 0.85 -0.76
C -2.31 -1.98 0.41
N -2.38 0.54 0.54
N -2.57 1.64 0.24
N -2.06 -0.54 0.61
H 2.72 1.55 -2.48
H 3.77 1.26 -1.03
H 1.84 0.67 0.32
H 0.68 0.96 -1.15
H -3.23 -2.08 -0.31
H -2.56 -2.45 1.30
H -1.39 -2.36 -0.10
H -3.21 2.37 0.63
```

Kohn-Sham gap ... 7.71 eV
Net charge ... +1
Multiplicity ... 1


three:
ORCA calculation (ωB97M-V/def2-TZVPD) on a gas-phase ion, C3H8N3 (charge +1).

Structure (XYZ):
```
14
C3H8N3, DFT ωB97M-V/def2-TZVPD
C -0.79 0.95 0.26
N -0.93 -0.34 -0.48
C -0.11 -1.28 0.29
N 1.16 -0.48 0.47
N 1.23 0.23 -0.79
C 0.76 0.89 0.41
H -1.15 0.89 1.20
H -1.15 1.67 -0.36
H -1.98 -0.58 -0.80
H -0.08 -0.34 -1.20
H -0.57 -1.66 1.23
H 0.25 -2.20 -0.36
H 2.13 0.56 -0.89
H 1.24 1.68 1.02
```

SMILES string ... C1[NH2+]CN2N[C@@H]12
Kohn-Sham gap ... 12.39 eV
Net charge ... +1
Multiplicity ... 1


Stability ranking, top entry: one; the second entry is 110.3 kJ/mol less favorable.


one:
ORCA calculation (ωB97M-V/def2-TZVPD) on 2 unconnected molecules or ions with the total composition CCl2O3S2.

Structure (XYZ):
```
8
CCl2O3S2, DFT ωB97M-V/def2-TZVPD
C 2.14 0.96 0.46
O 2.01 1.76 1.29
O 2.31 0.16 -0.39
O -0.26 -0.46 0.79
S -1.84 -1.49 -1.44
S -0.50 -0.03 -0.58
Cl -1.66 1.69 -0.46
Cl -2.20 -2.59 0.32
```

Kohn-Sham gap ... 8.79 eV
Net charge ... 0
Multiplicity ... 1


two:
ORCA calculation (ωB97M-V/def2-TZVPD) on 2 unconnected molecules or ions with the total composition CCl2O3S2.

Structure (XYZ):
```
8
CCl2O3S2, DFT ωB97M-V/def2-TZVPD
C 3.84 0.34 0.31
O 4.87 0.10 0.80
O 2.86 0.53 -0.25
O -0.67 -1.08 -1.06
S -2.73 1.03 -0.96
S -1.43 -0.50 0.02
Cl -3.01 -1.94 0.35
Cl -3.73 1.51 0.78
```

Kohn-Sham gap ... 8.91 eV
Net charge ... 0
Multiplicity ... 1


three:
ORCA calculation (ωB97M-V/def2-TZVPD) on CCl2O3S2 in the gas phase.

Structure (XYZ):
```
8
CCl2O3S2, DFT ωB97M-V/def2-TZVPD
O 1.27 -1.58 -1.04
C 1.00 -0.80 -0.15
Cl 1.66 -0.67 1.38
S -0.11 0.67 -0.42
O -0.75 0.65 -1.66
O 0.91 1.93 -0.03
S -1.24 0.47 1.30
Cl -2.72 -0.67 0.61
```

SMILES string ... O=C(Cl)S(=O)(=O)SCl
Kohn-Sham gap ... 9.45 eV
Net charge ... 0
Multiplicity ... 1


Stability ranking, top entry: two; the second entry is 9.8 kJ/mol less favorable.